A molecular structure, C4H7Br3O2 in a non-equilibrium geometry. Source: OMol25; level of theory: ωB97M-V/def2-TZVPD.

LUMO level: -0.36 eV
HOMO-LUMO gap: 8.7 eV
E_tot: -218480.37951 eV
energy relative to the best compared isomer or geometry (same formula, charge and spin): 220.12 kJ/mol

The geometry in ORCA input format:
```
! wB97M-V def2-TZVPD RIJCOSX def2/J DEFGRID3
* xyz 0 1
C -2.000 -0.333 0.492
C -1.453 0.580 -0.498
C 1.099 -1.203 -2.746
C 0.347 -1.425 -1.516
O 0.946 -1.779 -0.396
O -0.149 0.409 -0.787
Br 0.143 -0.182 -4.091
Br 2.847 -0.230 -2.309
Br -1.161 -2.468 -1.913
H -2.946 0.076 0.919
H -2.369 -1.220 -0.033
H -1.203 -0.587 1.201
H -1.419 1.696 -0.058
H -2.076 0.675 -1.444
H 1.339 -2.206 -3.338
H 1.768 -1.219 -0.148
*
```

***

A molecular structure, C28H78CaF3N7O15P in a non-equilibrium geometry. Source: OMol25; level of theory: ωB97M-V/def2-TZVPD.

LUMO level: -7.30 eV
HOMO-LUMO gap: 8.9 eV
E_tot: -107239.08468 eV
energy relative to the best compared isomer or geometry (same formula, charge and spin): 5940.41 kJ/mol

The geometry in ORCA input format:
```
! wB97M-V def2-TZVPD RIJCOSX def2/J DEFGRID3
* xyz 3 1
Ca 3.174 -10.741 1.315
P 5.015 -11.060 0.197
O 5.282 -12.552 -0.022
O 4.824 -10.776 1.707
O 3.677 -10.598 -0.402
O 6.176 -10.295 -0.474
C 1.599 -10.548 -1.900
C 0.233 -10.381 -1.281
C 0.002 -11.436 -0.138
O -1.258 -11.207 0.544
C -1.166 -11.270 1.983
N 0.009 -8.956 -0.723
H -0.886 -8.935 -0.254
H 0.775 -8.859 -0.072
H 0.067 -8.282 -1.472
H 1.864 -9.758 -2.603
H 1.690 -11.442 -2.516
H 2.317 -10.537 -1.080
H -0.539 -10.451 -2.047
H 0.784 -11.623 0.598
H -0.178 -12.412 -0.588
H -2.210 -11.330 2.291
H -0.637 -10.406 2.387
H -0.681 -12.178 2.341
C 7.052 -8.188 0.149
C 7.692 -9.121 1.208
C 7.688 -8.465 2.598
O 7.899 -9.425 3.642
C 7.895 -8.853 4.904
N 6.990 -10.472 1.279
H 6.184 -10.626 1.869
H 6.547 -10.587 0.379
H 7.629 -11.253 1.325
H 6.134 -7.721 0.508
H 6.888 -8.663 -0.818
H 7.726 -7.338 0.045
H 8.705 -9.427 0.944
H 6.740 -7.950 2.754
H 8.375 -7.622 2.675
H 8.092 -9.682 5.585
H 6.882 -8.518 5.125
H 8.620 -8.047 5.017
C 4.333 -14.574 0.606
C 4.673 -13.935 1.975
C 5.366 -14.842 3.010
O 5.322 -14.178 4.269
C 5.566 -14.878 5.517
N 5.587 -12.728 1.762
H 5.398 -12.027 2.464
H 6.534 -13.017 1.962
H 5.438 -12.330 0.846
H 5.218 -15.004 0.137
H 3.747 -13.885 -0.002
H 3.622 -15.391 0.729
H 3.790 -13.466 2.408
H 6.415 -14.962 2.739
H 4.878 -15.786 3.249
H 4.766 -15.581 5.746
H 5.635 -14.143 6.319
H 6.517 -15.396 5.389
C 2.611 -8.389 -1.797
C 4.079 -8.006 -1.580
C 4.390 -7.181 -0.307
O 5.711 -6.773 -0.324
C 5.960 -5.794 0.725
N 4.817 -9.330 -1.633
H 4.353 -10.188 -1.371
H 5.305 -9.563 -2.486
H 5.462 -9.419 -0.861
H 1.978 -7.501 -1.788
H 2.317 -9.044 -0.977
H 2.475 -8.918 -2.741
H 4.402 -7.469 -2.472
H 4.136 -7.771 0.574
H 3.794 -6.273 -0.401
H 5.317 -4.916 0.655
H 6.949 -5.336 0.738
H 5.861 -6.222 1.723
C 5.243 -11.229 -3.040
C 4.587 -12.666 -2.741
C 5.635 -13.839 -2.608
O 4.933 -15.031 -2.186
C 5.796 -15.982 -1.612
N 3.714 -12.684 -1.455
H 2.862 -12.156 -1.576
H 3.576 -13.635 -1.143
H 4.230 -12.277 -0.688
H 5.903 -11.011 -2.200
H 4.621 -10.338 -2.950
H 5.813 -11.159 -3.966
H 3.849 -12.918 -3.502
H 6.314 -13.522 -1.817
H 6.225 -13.980 -3.514
H 6.042 -15.808 -0.565
H 6.760 -16.059 -2.116
H 5.294 -16.946 -1.692
C 9.236 -10.284 -0.611
C 8.337 -11.330 -1.439
C 8.996 -12.558 -2.166
O 7.969 -13.437 -2.606
C 8.483 -14.431 -3.618
N 7.245 -11.836 -0.504
H 6.891 -12.766 -0.679
H 7.726 -12.052 0.358
H 6.518 -11.170 -0.289
H 8.575 -9.482 -0.281
H 10.032 -9.885 -1.240
H 9.553 -10.762 0.316
H 7.799 -10.856 -2.260
H 9.631 -13.184 -1.539
H 9.592 -12.087 -2.948
H 9.526 -14.663 -3.404
H 8.395 -14.076 -4.645
H 7.864 -15.320 -3.502
N 2.577 -11.240 3.468
O 2.282 -11.476 4.614
O 1.831 -10.851 2.619
O 3.697 -11.418 3.030
C 2.018 -8.536 1.344
O 3.101 -9.072 2.022
O 1.720 -9.534 0.333
C 0.753 -8.018 2.187
F 0.434 -8.861 3.118
F 1.062 -6.989 2.913
F -0.358 -7.702 1.455
C 3.925 -8.135 2.860
C 5.187 -8.845 3.415
H 4.890 -9.826 3.785
H 5.891 -8.982 2.594
H 5.694 -8.237 4.165
H 3.477 -7.739 3.772
H 4.248 -7.267 2.287
H 2.446 -7.653 0.869
*
```

***

A molecular structure, C12H18Br12N2O6S in a non-equilibrium geometry. Source: OMol25; level of theory: ωB97M-V/def2-TZVPD.

LUMO level: -0.71 eV
HOMO-LUMO gap: 8.5 eV
E_tot: -879340.88018 eV

The geometry in ORCA input format:
```
! wB97M-V def2-TZVPD RIJCOSX def2/J DEFGRID3
* xyz 0 1
C -0.581 3.566 -0.041
N -0.930 2.405 0.767
C -2.113 2.632 1.603
C 0.192 1.958 1.538
O 0.729 2.669 2.344
C 0.732 0.562 1.298
C -0.241 -0.476 0.740
O -1.470 -0.347 1.481
S -2.449 -1.581 1.250
O -1.774 -2.808 1.552
O -3.652 -1.267 1.955
C -2.761 -1.493 -0.481
C -1.570 -1.120 -1.392
C -0.458 -0.278 -0.753
O 0.804 -0.675 -1.331
N 1.067 0.080 -2.535
O 1.116 -0.624 -3.453
H 0.339 3.396 -0.603
H -1.389 3.738 -0.757
H -0.485 4.480 0.557
H -3.014 2.421 1.023
H -2.166 3.673 1.934
H -2.116 1.964 2.460
H 1.169 0.214 2.233
H 1.564 0.683 0.599
H 0.230 -1.444 0.922
H -3.164 -2.453 -0.796
H -3.555 -0.758 -0.601
H -1.160 -2.000 -1.883
H -1.999 -0.512 -2.191
H -0.601 0.768 -1.018
C 3.937 -1.824 -0.468
Br 5.400 -2.870 -1.143
Br 3.232 -2.546 1.170
Br 4.416 0.029 -0.268
H 3.143 -1.869 -1.201
C 3.033 5.958 -2.237
Br 1.688 4.580 -2.173
Br 3.559 6.362 -4.042
Br 2.461 7.529 -1.293
H 3.904 5.574 -1.727
C 4.068 -4.305 5.139
Br 4.443 -3.218 6.678
Br 2.501 -3.687 4.207
Br 5.584 -4.426 3.965
H 3.853 -5.302 5.493
C -5.120 -3.578 -3.778
Br -6.151 -2.187 -4.609
Br -3.248 -3.129 -3.725
Br -5.779 -4.003 -2.023
H -5.219 -4.464 -4.387
*
```

***

Number 1 is which compound? C4H7Br3O2

***

What is the LUMO level in the first record? -0.36 eV